(1)
80
Properties=species:S:1:pos:R:3:forces:R:3 method="wB97M-V/def2-TZVPD" homo_lumo_gap_ev="6.050 / 6.051" lumo_ev="-0.387 / -0.387" homo_energy_ev="-6.44 / -6.44"
Pd -0.71680 -0.62157 -0.20457 -0.153 1.388 -0.891
C 3.21162 4.01724 -2.56299 -0.014 0.019 0.046
C 3.11514 4.18699 -1.18979 -0.026 0.079 -0.020
C 2.21626 3.43239 -0.44806 -0.125 0.007 0.085
C 1.40650 2.50506 -1.08947 0.293 -0.729 -0.477
C 1.53602 2.30478 -2.46648 0.008 0.044 0.076
C 2.42662 3.06646 -3.20307 -0.014 -0.018 0.013
P 0.10254 1.53613 -0.29763 -1.044 -0.360 1.421
C 0.14012 1.91743 1.50310 0.037 0.026 -0.037
C 0.24519 0.86643 2.41422 -0.025 0.036 -0.056
C 0.13575 1.10217 3.77614 -0.072 0.054 -0.007
C -0.05574 2.39370 4.24455 0.018 -0.031 0.003
C -0.12772 3.45028 3.34823 -0.001 0.059 -0.021
C -0.04462 3.21210 1.98482 -0.058 -0.044 -0.047
C -1.37417 2.48795 -0.75205 0.281 0.161 -0.187
C -1.38019 3.80462 -1.12471 -0.018 0.023 -0.036
C -2.60506 4.48934 -1.26943 -0.021 -0.003 0.013
C -3.78282 3.83765 -1.03882 0.031 -0.025 -0.032
C -3.79993 2.46577 -0.68435 0.011 -0.002 0.100
C -5.00853 1.76384 -0.47314 -0.029 -0.002 0.012
C -4.97228 0.44071 -0.15024 -0.014 0.056 -0.025
C -3.74123 -0.24873 -0.04389 -0.098 -0.006 0.011
C -2.54601 0.38282 -0.24739 1.001 -0.642 -0.117
C -2.57016 1.77302 -0.55037 -0.275 0.037 -0.086
H 3.89907 4.62705 -3.13470 0.033 -0.038 0.005
H 3.73776 4.91545 -0.68691 0.009 -0.004 -0.009
H 2.14273 3.58104 0.62061 0.034 -0.037 0.011
H 0.92775 1.54886 -2.95114 0.020 0.025 -0.046
H 2.50990 2.91792 -4.27160 0.012 -0.008 0.006
H 0.47691 -0.12872 2.04965 -0.079 -0.020 -0.025
H 0.20700 0.27699 4.47319 0.029 -0.008 -0.011
H -0.14793 2.57965 5.30707 0.024 -0.004 0.000
H -0.26302 4.46195 3.70918 -0.029 -0.010 -0.003
H -0.15653 4.03534 1.28976 0.005 0.023 0.025
H -0.45080 4.33169 -1.30422 0.016 -0.012 0.019
H -2.60325 5.53418 -1.55222 -0.003 -0.010 -0.016
H -4.72877 4.35667 -1.14067 0.006 0.003 -0.012
H -5.94981 2.28960 -0.57846 -0.006 -0.007 0.012
H -5.89552 -0.10269 0.01100 0.006 -0.010 0.012
H -3.79523 -1.30073 0.18347 -0.012 0.049 0.004
C 3.24605 0.74673 2.00188 0.152 0.127 -0.139
Si 3.48735 -0.32262 0.47159 0.205 -0.240 0.277
C 4.57858 0.66993 -0.71654 -0.107 -0.042 0.006
C 4.63703 -1.72085 1.02956 -0.089 0.047 -0.018
N 1.98637 -0.95535 -0.06642 -0.429 0.355 -0.256
C 2.02174 -2.09187 -0.83013 0.383 -0.086 -0.215
C 2.93153 -2.41477 -1.86451 -0.192 0.166 0.034
C 2.88839 -3.63044 -2.53095 -0.024 -0.053 0.030
C 1.93776 -4.59330 -2.21277 0.044 0.034 -0.074
C 1.03557 -4.32580 -1.18895 -0.113 0.005 0.053
C 1.11696 -3.11578 -0.54947 0.089 -0.138 0.149
F 0.30554 -2.84813 0.51587 -0.057 -0.662 0.356
H 4.22391 1.09872 2.34516 0.004 -0.041 -0.017
H 2.78330 0.18260 2.81435 0.061 0.013 -0.046
H 2.62929 1.62518 1.81327 0.108 0.011 0.074
H 5.48837 0.96650 -0.18476 -0.014 0.001 -0.008
H 4.10299 1.57381 -1.08887 -0.058 0.103 -0.073
H 4.88483 0.07586 -1.58051 0.008 -0.006 0.020
H 5.58643 -1.29785 1.37205 -0.016 -0.015 0.001
H 4.85642 -2.41751 0.21898 0.010 -0.019 -0.009
H 4.20667 -2.29515 1.85404 -0.029 0.016 -0.019
H 3.67021 -1.67277 -2.13764 0.047 -0.015 -0.041
H 3.61783 -3.83682 -3.30532 -0.030 0.037 -0.025
H 1.89782 -5.53319 -2.74680 0.019 -0.003 0.030
H 0.29155 -5.04783 -0.87482 0.004 0.004 -0.007
C -3.84360 -4.23147 -1.39719 0.033 -0.018 -0.051
N -3.50013 -4.03890 0.00725 -0.045 0.054 -0.044
C -4.26410 -4.71451 1.04354 -0.001 0.024 0.059
C -2.54552 -3.12734 0.28083 0.033 -0.477 0.075
C -2.27297 -2.82298 1.73412 0.037 0.078 -0.145
O -1.93796 -2.59714 -0.65518 0.167 0.727 0.282
H -4.64651 -4.95940 -1.47415 0.003 -0.009 0.039
H -2.97934 -4.58397 -1.95869 0.006 -0.002 0.002
H -4.16603 -3.29036 -1.84472 0.009 0.005 0.003
H -4.80024 -5.54921 0.60072 0.030 -0.010 -0.024
H -4.99624 -4.05319 1.51536 -0.005 0.002 -0.025
H -3.60933 -5.11130 1.81773 0.005 -0.004 -0.006
H -3.19300 -2.71717 2.30661 -0.007 -0.027 0.008
H -1.71067 -1.89379 1.79690 0.024 0.005 0.030
H -1.66766 -3.61935 2.17002 -0.024 -0.004 0.001

***

(2)
13
Properties=species:S:1:pos:R:3:forces:R:3 method="wB97M-V/def2-TZVPD" homo_lumo_gap_ev=9.149 lumo_ev=0.852 homo_energy_ev=-8.30
C 2.31256 -0.53515 -0.25205 0.767 -0.084 -1.219
C 1.02501 -0.27559 0.44323 -1.952 1.127 -2.815
C 0.03301 -0.16679 1.26413 -0.917 1.092 -1.350
C -0.37860 0.51262 -0.08391 0.129 1.154 2.151
C -1.87756 0.39390 -0.74763 8.005 1.162 -1.861
C -2.83154 -0.04885 -0.13053 -4.975 -2.804 4.203
O -3.66775 -0.48963 0.56084 0.010 0.141 -0.382
H 2.10445 -1.23858 -1.16978 0.716 0.360 2.370
H 3.12664 -0.67956 0.50604 -0.682 -1.173 -0.839
H 2.81392 0.27631 -0.86233 -1.432 0.166 0.918
H -0.46526 -0.28273 2.21668 0.593 -0.205 0.137
H -0.22102 1.64534 -0.08953 -0.024 -1.596 0.172
H -1.97383 0.88872 -1.65516 -0.239 0.661 -1.484

***

(3)
53
Properties=species:S:1:pos:R:3:forces:R:3 method="wB97M-V/def2-TZVPD" homo_lumo_gap_ev=8.103 lumo_ev=-0.367 homo_energy_ev=-8.47
C 2.23568 -3.89525 -1.56761 -0.031 0.722 -0.347
C 1.63706 -2.68113 -1.61959 0.034 -0.805 0.310
C 0.20343 -2.49809 -1.15682 1.005 0.274 1.531
C -0.02854 -1.58828 0.04129 -0.029 -0.027 -0.653
C 0.74345 -1.66978 1.17172 -0.664 0.290 0.263
O 1.79051 -2.55292 1.29388 0.197 -0.063 0.042
C 0.47365 -0.82801 2.28105 0.066 -0.056 -0.317
C -0.53550 0.08229 2.22562 0.140 0.050 0.307
C -1.35767 0.21081 1.07857 0.581 0.200 1.184
N -2.33833 1.16600 1.10884 0.001 -0.970 -1.403
C -3.04646 1.14897 0.00214 -0.410 0.654 0.630
C -2.84651 0.27268 -1.08906 0.183 -0.205 -0.769
C -3.77446 0.34169 -2.27134 -0.302 0.523 0.405
C -5.06113 -0.49571 -2.07355 0.434 -0.375 -0.396
C -4.87960 -1.71237 -1.18075 -0.769 -0.095 -0.023
Cl -6.50626 -2.48759 -0.97787 0.199 -0.023 0.021
N -1.87780 -0.60716 -1.12343 -0.219 0.336 0.379
C -1.10575 -0.64586 -0.00604 0.324 -0.261 -0.091
H 2.27332 -4.45845 -0.64088 -1.274 -0.839 -0.422
H 2.69905 -4.30156 -2.46118 1.433 0.452 0.532
H 2.19072 -1.84366 -2.03784 -0.732 -0.085 -1.215
H -0.33575 -2.15273 -2.03387 -0.147 0.131 0.076
H -0.18935 -3.48796 -0.91617 -0.039 -0.057 -0.065
H 1.47590 -3.44157 1.48800 -0.141 -0.004 -0.101
H 1.09389 -0.92870 3.16130 0.009 0.014 0.019
H -0.72441 0.71362 3.08298 -0.132 0.118 -0.079
H -3.85746 1.86516 -0.08195 -0.001 0.093 0.059
H -3.24383 0.07309 -3.18014 0.099 -0.296 0.083
H -4.07043 1.38595 -2.39380 -0.032 0.003 -0.099
H -5.88909 0.09966 -1.69546 0.081 0.119 0.117
H -5.35400 -0.86887 -3.05496 -0.237 0.097 -0.003
H -4.55757 -1.46924 -0.17380 0.138 0.012 0.001
H -4.25022 -2.48169 -1.61490 0.210 0.104 0.026
C -1.08886 4.48565 0.26026 -0.255 -0.074 -0.089
C -1.22407 5.07877 -1.12026 -0.072 -0.001 -0.005
C 0.00379 5.72972 -1.71006 -0.174 0.037 -0.203
O -2.26910 5.03387 -1.72755 0.008 -0.034 -0.014
H -2.03575 4.04489 0.56259 -0.001 0.012 0.002
H -0.32913 3.70189 0.25244 0.122 0.113 0.118
H -0.81512 5.26263 0.97562 0.183 -0.072 0.006
H 0.81008 4.99945 -1.79394 0.075 0.065 0.136
H 0.32789 6.55790 -1.07812 0.124 -0.094 0.062
H -0.23092 6.11231 -2.70086 -0.016 -0.007 0.007
C 6.27004 -1.09525 3.55184 0.049 0.255 0.045
C 5.58852 -0.51315 2.33530 0.009 0.034 -0.069
C 4.90184 -1.48412 1.40758 0.030 0.261 -0.071
O 5.59467 0.67624 2.11911 -0.003 0.003 0.028
H 6.72160 -0.29301 4.13130 -0.008 0.007 -0.015
H 5.54143 -1.61583 4.17534 0.054 -0.146 -0.056
H 7.05053 -1.79315 3.24495 -0.096 -0.127 0.038
H 4.11478 -2.01692 1.94046 0.069 -0.140 -0.035
H 5.62661 -2.19688 1.00981 -0.059 -0.117 0.104
H 4.45462 -0.93839 0.57980 -0.016 -0.005 0.010

***

For the records above, the corresponding energy relative to the best compared isomer or geometry (same formula, charge and spin) values read 2.282; 5.431; 3.460 eV.
For the records above, the corresponding E values read -65304.01800; -8361.07497; -42821.15754 eV.